DFT (the ωB97M-V functional and the def2-TZVPD basis) results for a single C2H5N3O2 molecule in a non-equilibrium geometry.

The geometry in XYZ format:
```
12
Properties=species:S:1:pos:R:3:forces:R:3
C 0.918465 -0.120916 -0.098735 1.0209 0.1760 4.9569
C -1.590663 -0.907482 -0.014634 -0.8894 2.6880 -1.3363
H -1.413065 1.314980 0.552043 2.6799 0.2867 -3.1459
H 1.623896 1.657615 -0.203516 -2.0146 0.9017 0.0065
H 2.703327 0.115464 0.715328 -1.8371 -2.7522 -1.5509
H 0.286649 -1.671094 -0.646896 -0.7147 -3.1069 -1.0012
H -2.175884 -1.649690 -0.713944 0.8472 0.8965 2.0499
N 0.728865 1.236627 0.151872 -2.2035 -0.7967 -1.5237
N 2.039670 -0.735194 0.321018 -1.0708 3.5862 -0.7847
N -0.257345 -0.949282 -0.289234 1.4077 1.7404 0.1520
O -0.705182 1.642685 -0.350770 2.3068 0.1618 2.7361
O -2.158728 0.066292 0.577463 0.4676 -3.7816 -0.5587
```
Forces are in eV/Å.

Properties
E: -10715.644 eV
highest occupied orbital energy: -9.33 eV
frontier orbital gap: 9.32 eV
ΔE to the lowest compared entry with this formula, charge and spin: 142.2 kcal/mol
structure (SMILES): [H]/N=C(\NO)NC=O

DFT (the ωB97M-V functional and the def2-TZVPD basis) results for a single C20H20F3N3O4S molecule in a non-equilibrium geometry.

The geometry in XYZ format:
```
51
Properties=species:S:1:pos:R:3:forces:R:3
C 3.229048 1.960387 -2.593567 -0.0181 0.1010 -0.1855
C 3.449590 1.022703 -1.452381 0.0205 0.0029 -0.0427
C 2.709853 1.086420 -0.277513 -0.4452 0.2676 0.0828
C 2.942312 0.225481 0.780932 0.4182 -0.4626 0.1470
C 3.926532 -0.743999 0.691724 -0.2330 0.3244 -0.4169
C 4.691330 -0.821168 -0.480278 -0.2764 0.0928 0.3113
C 4.442722 0.049485 -1.529403 -0.1508 0.0316 0.2305
H 5.049517 -0.022058 -2.420193 0.0460 0.0072 -0.1288
N 5.722326 -1.754202 -0.536769 0.1326 0.2627 -0.3776
C 5.916997 -2.714473 0.405306 -0.0869 0.0244 0.2282
O 6.849939 -3.479179 0.373612 0.0224 -0.1915 0.0988
C 4.816222 -2.784688 1.457231 0.0148 -0.5129 0.0842
H 5.240813 -3.144763 2.396650 0.0022 0.0269 -0.2402
O 4.167548 -1.562552 1.751007 0.1180 0.2819 0.0488
H 4.079911 -3.525303 1.103454 0.1225 0.1039 0.0457
H 6.381887 -1.706438 -1.302905 -0.0220 -0.0968 0.1657
H 2.360542 0.323554 1.681115 -0.0428 -0.1270 0.1870
S 1.417362 2.285341 0.058081 -0.0982 -0.4619 0.1200
O 1.817143 3.090269 1.172306 0.0204 -0.0523 0.2855
O 1.008273 2.970498 -1.139496 0.1856 -0.2322 -0.1088
N 0.211965 1.242008 0.604770 0.8986 0.5705 -0.1866
C -0.433356 0.502128 -0.460782 -0.2491 -0.1441 -0.5414
H -0.837514 -0.420255 -0.030496 0.0789 0.0192 -0.0527
C -1.549520 1.332187 -1.111311 0.1556 -0.1911 -0.1015
N -2.493074 1.801515 -0.117753 0.1912 0.3508 -0.2666
C -3.583100 1.041588 0.245405 -0.4888 -0.3567 -0.0031
C -3.813348 -0.236677 -0.276973 0.0284 0.1053 0.0770
C -4.961990 -0.940253 0.052169 -0.1753 0.0303 0.1127
C -5.917089 -0.418546 0.908298 0.1133 -0.1885 -0.1800
C -5.698202 0.849034 1.425900 0.0316 -0.0566 0.0186
C -4.565608 1.563803 1.103898 0.0814 0.0323 0.0649
H -4.452469 2.557426 1.506952 0.0140 0.1007 0.0129
H -6.431208 1.286851 2.085987 -0.0588 0.0719 0.0606
H -6.801533 -0.980876 1.157889 -0.0742 -0.0521 0.0098
C -5.116314 -2.308594 -0.542385 0.0550 -0.3999 -0.1904
F -5.068139 -2.290292 -1.889865 0.0181 0.2016 -0.0969
F -4.124593 -3.142216 -0.159269 0.1363 0.0835 0.1323
F -6.262692 -2.916191 -0.214779 -0.2008 0.1361 0.1754
H -3.105106 -0.710832 -0.936616 0.1076 0.0021 -0.0571
C -1.811466 2.633875 0.855339 0.1503 -0.0976 0.3525
H -1.345921 3.470719 0.325732 -0.1004 0.0322 0.0833
C -0.716516 1.816758 1.556983 -0.2232 0.5702 0.3375
H -1.168721 0.997257 2.126831 0.0625 0.0455 -0.0332
H -0.130816 2.449103 2.224033 -0.1857 -0.0583 0.1597
H -2.506367 3.025810 1.594311 0.0405 0.0493 -0.0575
H -1.091293 2.214151 -1.569148 -0.1349 -0.1681 -0.0244
H -2.063128 0.768573 -1.888852 0.0274 0.0243 -0.0024
H 0.334954 0.247816 -1.192948 -0.1079 -0.2072 -0.0961
H 2.201750 1.905741 -2.945939 0.0153 0.0258 -0.1054
H 3.391196 2.986858 -2.271523 0.0183 0.0818 -0.1033
H 3.904486 1.731484 -3.413903 0.0451 -0.0034 -0.0341
```
Forces are in eV/Å.

Properties
E: -52713.151 eV
highest occupied orbital energy: -8.02 eV
frontier orbital gap: 8.39 eV
ΔE to the lowest compared entry with this formula, charge and spin: 0.0 kcal/mol
structure (SMILES): Cc1cc2c(cc1S(=O)(=O)N1CCN(c3cccc(C(F)(F)F)c3)CC1)OCC(=O)N2

DFT (the ωB97M-V functional and the def2-TZVPD basis) results for a molecular structure, C13H22Cl12O5 in a non-equilibrium geometry.

The geometry in XYZ format:
```
52
Properties=species:S:1:pos:R:3:forces:R:3
C 4.427737 -0.909296 1.477694 -0.6888 -0.5909 -0.1310
Cl 4.546449 -2.688626 1.269724 -0.0939 0.8065 0.2486
Cl 4.711094 -0.383754 3.150942 -0.1130 -2.2312 0.5168
Cl 2.788030 -0.293063 1.026978 3.9339 -3.3918 -0.9798
H 5.130966 -0.466829 0.772157 -0.0903 -0.1140 0.3984
C 3.888866 3.029992 2.046367 3.0671 1.9377 -0.0138
Cl 3.375485 2.898601 3.727263 1.3516 0.9298 1.0505
Cl 5.136491 1.797912 1.688359 0.0272 2.9138 -1.0211
Cl 4.463905 4.679990 1.689742 0.2612 -0.0932 0.2094
H 3.038324 2.923650 1.373034 2.1587 1.1712 -0.2508
C 0.553318 0.882422 1.256485 -0.4553 3.0163 1.4094
Cl 1.890134 1.940758 1.913483 -8.0152 -2.3182 -0.7259
Cl -0.065680 1.520338 -0.277460 5.5584 0.5700 7.0997
Cl -0.795081 0.832194 2.378112 1.1970 4.5324 1.5620
H 1.006127 -0.105056 1.167230 -1.4217 0.6016 -0.2537
C -0.964518 -1.586219 3.210429 -0.2955 -3.1174 0.8904
Cl -0.642001 -3.141236 2.373829 0.2725 -1.0302 1.9391
Cl -0.343318 -1.692860 4.852187 -0.2146 0.2183 0.0183
Cl -2.756885 -1.312921 3.167444 0.4244 0.1521 2.1960
H -0.490679 -0.736092 2.719650 -0.0099 -2.6307 0.5277
C 0.710577 1.485154 -2.453681 1.1717 0.1549 -3.9620
O 1.280294 0.469596 -3.287714 -0.8678 -2.2009 -2.2916
C 0.442495 -0.460263 -3.897796 -1.9468 1.0925 1.0407
O -0.795704 -0.509764 -3.692801 3.6981 0.8754 -3.1285
O 1.159967 -1.328968 -4.641158 -0.5583 0.8237 0.5794
C 0.440247 -2.382843 -5.302853 -0.2908 -0.5846 -0.2776
H -0.183676 1.935948 -2.884024 -0.4163 -0.3299 -0.1029
H 1.438085 2.296720 -2.466946 0.2951 -0.1145 0.2225
H 0.560501 1.127678 -1.434964 2.8628 -1.5660 -5.7359
H -0.345852 -2.050951 -5.981080 0.0978 0.5261 0.1961
H -0.019806 -3.097600 -4.620547 0.0767 0.3052 0.3888
H 1.151571 -2.954092 -5.899349 0.2676 0.3717 0.1784
C -0.451123 -1.540010 -1.609217 0.4226 -0.5712 2.7407
C -0.753786 -1.610302 -0.106124 -0.4532 0.7468 -0.9941
O 0.149322 -1.441911 0.696506 -0.3397 -0.6576 -1.3136
C -2.222310 -1.653732 0.388598 2.6581 -1.5249 -1.0746
H -0.839386 -0.607197 -2.018134 -0.7610 -0.6868 0.8147
H -0.757533 -2.431783 -2.155995 -0.3718 0.3189 -0.0188
H 0.626264 -1.407512 -1.708127 0.1861 -0.3589 0.1325
H -2.658268 -2.432805 -0.236762 -0.8184 0.3295 0.1273
H -2.539804 -0.613085 0.322744 -1.0064 -2.1131 -0.5461
H -2.096069 -1.968959 1.424363 -0.9352 0.0172 -1.8838
C -2.336849 1.210731 0.253406 -4.1415 0.6047 -0.1970
C -3.551988 1.949862 0.807262 0.3127 2.3886 0.1569
O -3.763495 3.114352 0.415171 -0.0357 -2.7254 0.7988
C -4.259480 1.311328 2.022973 -0.0125 0.5687 -1.1468
H -2.560545 0.751065 -0.709275 -0.3292 0.2668 -0.3681
H -1.977884 0.412470 0.903031 -0.6888 1.4834 -0.7318
H -1.484082 1.840601 0.000093 -5.0924 1.1750 1.6304
H -3.453463 1.025535 2.698812 -0.4160 0.0790 0.1525
H -4.798024 0.420276 1.700305 0.2333 -0.2990 -0.0144
H -5.008960 1.950555 2.489633 0.3453 0.2727 -0.0619
```
Forces are in eV/Å.

Properties
E: -174326.342 eV
highest occupied orbital energy: -9.01 eV
frontier orbital gap: 9.17 eV
ΔE to the lowest compared entry with this formula, charge and spin: 392.8 kcal/mol

DFT (the ωB97M-V functional and the def2-TZVPD basis) results for 9 unconnected molecules or ions with the total composition C24H37Br3Cl6O10 in a non-equilibrium geometry.

The geometry in XYZ format:
```
80
Properties=species:S:1:pos:R:3:forces:R:3
O -4.615900 0.992009 -1.457817 -0.5932 0.4465 2.1188
C -4.687609 1.218929 -0.254048 1.1827 -1.3344 -2.8377
O -3.848079 2.167407 0.262100 -0.2433 -0.2901 -0.1339
C -3.903215 2.204934 1.695217 -1.1484 -0.1045 -0.8451
C -4.753891 1.003299 2.022817 -0.8197 -0.7030 2.0799
C -5.505507 0.451388 0.824962 1.5058 1.7997 -0.9645
H -4.437944 3.110071 1.983100 0.4548 0.2535 0.0485
H -2.910654 2.123137 2.138195 -0.0285 0.2699 -0.2610
H -5.478055 1.305161 2.779495 0.3034 -0.4192 0.4952
H -4.064119 0.234663 2.371395 -0.3952 -0.1348 0.3796
H -6.537943 0.762652 0.665943 -0.0461 -0.0140 0.4427
H -5.425747 -0.635285 0.795298 0.0422 0.2362 -0.5847
O -0.076632 2.025218 -2.678638 0.2453 2.1071 1.2360
C -0.054278 1.186980 -3.498360 0.2880 -1.8315 -1.0155
O 0.850593 1.146986 -4.516699 2.2455 2.5552 0.2412
C 0.736892 0.054933 -5.392297 -2.0452 -0.3730 0.5727
C 0.011720 -0.887128 -4.495334 -2.5770 -2.0361 -0.3551
C -0.902089 -0.013285 -3.575171 0.5289 -0.9715 -0.9966
H 1.584879 -0.445913 -5.859383 0.7528 0.9430 0.5024
H 0.052255 0.364440 -6.181963 0.1661 0.0334 -0.3323
H 0.617367 -1.616288 -3.957172 0.1045 0.3026 0.1515
H -0.632074 -1.433965 -5.184242 -0.0801 -0.7165 0.3334
H -1.201961 -0.421832 -2.610147 0.3636 -0.0050 -0.0513
H -1.820940 0.297790 -4.072216 -0.1277 -0.1448 -0.2527
O 1.023518 -3.046374 3.109323 3.5337 2.5301 -0.9653
C 2.038352 -2.420974 2.714830 -2.5274 -2.7890 -0.3495
O 3.284125 -2.963538 2.807358 -1.3019 -2.1805 1.3767
C 4.326523 -2.238348 2.269744 -0.3106 2.7694 -0.1120
C 3.613099 -1.159355 1.454909 0.6878 -0.1943 -1.9282
C 2.162084 -1.193705 1.853966 0.1149 1.2052 0.7609
H 4.986374 -2.774630 1.587764 0.0004 -0.5270 0.7535
H 4.801635 -1.684332 3.079341 0.7854 -0.6777 0.1230
H 3.724751 -1.490555 0.422467 -0.2466 0.2744 -0.2609
H 4.084929 -0.178718 1.516875 -0.0999 -0.0214 0.1817
H 1.468060 -1.146915 1.014767 -0.0368 -0.3348 0.2207
H 2.038579 -0.300666 2.466610 -0.6775 -0.0027 0.2266
O 1.720279 -1.887235 -1.370052 3.1593 3.1682 -2.5420
C 2.508049 -1.050217 -1.941751 -2.4913 -3.9153 1.4927
O 2.523364 0.197605 -1.573604 -1.3895 1.2272 1.7229
C 3.425228 1.051173 -2.259597 -0.2961 0.5588 0.8221
C 3.975264 0.184784 -3.299039 1.3201 0.0398 -2.9696
C 3.553357 -1.243889 -3.046831 -0.0961 -0.4875 1.0936
H 4.210965 1.386097 -1.582433 -0.2729 -0.0827 0.3273
H 2.898245 1.932075 -2.626199 -0.1868 -0.1556 0.0553
H 5.036816 0.429186 -3.337558 0.1885 -0.7848 -0.2732
H 3.584166 0.441581 -4.283521 -0.0202 0.3273 -0.0100
H 4.350696 -1.872100 -2.649707 0.0021 -0.0487 0.1521
H 3.152016 -1.786207 -3.902927 -0.0976 0.2154 0.0515
O -1.640925 -5.528139 5.517798 -0.1328 1.0199 -0.5289
C -1.822849 -4.960757 4.464479 -0.9176 -0.5351 2.0780
O -1.237462 -5.409465 3.368714 0.2510 -1.4574 -0.6149
C -1.731833 -4.807339 2.199754 2.4090 1.1139 -0.7965
C -2.748339 -3.844363 2.660959 -1.8733 1.3348 -2.8105
C -2.852931 -3.829115 4.137558 0.8974 -0.9390 0.0370
H -2.031047 -5.397795 1.333765 -0.2742 -1.0872 0.8106
H -0.875223 -4.266158 1.797962 0.1797 0.1340 -0.0447
H -3.659913 -4.147815 2.146134 -0.5070 0.2133 0.4178
H -2.484792 -2.905972 2.173047 -0.1833 0.3870 0.4746
H -3.843862 -4.173695 4.433223 0.2082 0.2203 0.4852
H -2.602876 -2.840457 4.522456 0.0367 -0.3930 0.4981
C 1.760596 2.776696 4.571705 0.1882 0.0827 -0.1703
Cl 1.915512 1.532570 5.804246 0.0397 0.0287 0.2822
Cl 3.164764 2.724035 3.456143 -0.4597 -0.0682 -0.0296
H 0.818865 2.560371 4.067279 0.3848 0.2165 -0.2784
H 1.776696 3.779504 4.998572 -0.1161 -0.3268 0.1362
C -0.540804 0.888581 0.218302 -0.0889 0.2865 -0.2250
Cl -1.551085 -0.415879 0.924919 0.6008 0.4880 -0.3060
Cl 0.065766 2.039692 1.456062 -0.2205 -0.2655 -0.2734
H 0.339396 0.518420 -0.307371 -0.1805 -0.4471 0.3309
H -1.134569 1.447882 -0.504699 -0.1143 -0.0505 0.3672
C -2.740649 3.952643 -3.123846 1.0336 -0.1292 -0.6636
Cl -4.128043 4.752772 -2.416409 0.0236 -0.0430 -0.4178
Cl -2.781979 3.659789 -4.968067 -0.3178 0.0416 1.5727
H -1.844146 4.563633 -3.018714 -0.3651 0.1363 0.0877
H -2.557530 3.023848 -2.583561 -0.3669 -0.1128 -0.4923
C 2.638439 4.257029 -0.310442 0.3104 0.6645 0.5422
Br 4.609703 4.097152 -0.515475 -1.0299 0.2605 0.0051
Br 1.707523 4.579992 -2.011852 0.7089 -0.2722 1.1926
Br 2.179340 5.634509 1.047128 0.2768 -0.4235 -0.8162
H 2.346713 3.356792 0.230460 -0.2211 -0.0603 -0.7712
```
Forces are in eV/Å.

Properties
E: -331223.411 eV
highest occupied orbital energy: -9.60 eV
frontier orbital gap: 9.06 eV
structure (SMILES): BrC(Br)Br.O=C1CCCO1.O=C1CCCO1.O=C1CCCO1.O=C1CCCO1.O=C1CCCO1.ClCCl.ClCCl.ClCCl

DFT (the ωB97M-V functional and the def2-TZVPD basis) results for a molecular structure, C3H5NO2.

The geometry in XYZ format:
```
11
Properties=species:S:1:pos:R:3:forces:R:3
N 1.970070 0.637643 0.308187 0.2330 0.0560 0.0907
C -0.377255 -0.580571 -0.766335 0.1334 -0.1243 0.0683
C -1.646405 -0.803569 0.008938 -0.3602 -0.3065 -0.0327
O -1.426922 0.503291 0.672560 0.1482 0.0240 0.1018
C -0.236104 0.497709 0.000480 0.0340 -0.2461 -0.2741
O 0.731761 1.358642 0.309559 -0.3294 0.2154 -0.2808
H 2.388729 1.060804 1.125685 0.6074 -0.0780 -0.1201
H 2.488237 0.903712 -0.537268 -0.2985 0.2623 0.4584
H 0.272529 -1.144496 -1.411130 -0.1437 -0.0625 0.0777
H -2.607588 -0.874347 -0.506827 0.1210 0.2138 0.0955
H -1.557056 -1.558820 0.796146 -0.1452 0.0459 -0.1847
```
Forces are in eV/Å.

Properties
E: -8773.170 eV
highest occupied orbital energy: -8.51 eV
frontier orbital gap: 9.48 eV
ΔE to the lowest compared entry with this formula, charge and spin: 104.3 kcal/mol